a) Below is one molecule with the formula C4H5N, with properties calculated with ωB97M-V/def2-TZVPD.

Output
* multiplicity: 1
* charge: 0
* gap between HOMO and LUMO: 10.75 eV
* highest occupied orbital energy: -9.81 eV

Element x y z (Å)
C -2.4729 -0.0231 -0.1886
C -1.3052 -0.0504 0.1280
C 0.0943 -0.1135 0.4403
C 1.2054 0.6033 -0.1465
N 0.8782 -0.7570 -0.5212
H -3.4444 0.1452 -0.6409
H 0.3678 -0.6910 1.4227
H 2.0381 0.7568 0.4427
H 1.0174 1.4824 -0.8152
H 1.6213 -1.3527 -0.1214

=====

b) Below is one molecule with the formula C4H5N, with properties calculated with ωB97M-V/def2-TZVPD.

Output
* multiplicity: 1
* charge: 0
* gap between HOMO and LUMO: 10.57 eV
* highest occupied orbital energy: -9.62 eV

Element x y z (Å)
C -2.4341 -0.0392 -0.2589
C -1.2408 -0.1941 0.1566
C 0.1996 -0.1732 0.4998
C 1.1101 0.5965 -0.1990
N 0.9012 -0.7980 -0.6068
H -3.4415 0.2190 -0.4649
H 0.5746 -0.5785 1.4931
H 1.9939 0.9179 0.4571
H 0.8358 1.3280 -0.9919
H 1.5013 -1.2783 -0.0852

=====

Energies, relative to the best one, in kcal/mol: a) 0.0; b) 12.7.

=====

a) Below is an isolated ion of composition C4H7N2 and charge +1, with properties calculated with ωB97M-V/def2-TZVPD.

Output
* multiplicity: 3
* charge: +1
* gap between HOMO and LUMO (alpha / beta): 7.37 / 7.33 eV
* highest occupied orbital energy (alpha / beta): -12.00 / -16.70 eV

Element x y z (Å)
C -1.5895 -0.1894 -0.6125
C 1.6382 1.2985 -0.0327
C 0.0600 -1.1946 0.7333
C 0.2926 0.9717 -0.4281
N 0.7881 1.9653 0.5703
N -0.4528 -0.1355 -0.0240
H -1.9323 0.5504 -1.2208
H -2.0774 -1.1830 -0.5936
H 1.1903 -1.3704 0.5029
H 2.7013 1.0694 0.1567
H 0.0384 -1.0047 1.8083
H -0.5361 -2.0506 0.4993
H -0.1209 1.2729 -1.3591

=====

b) Below is an isolated ion of composition C4H7N2 and charge +1, with properties calculated with ωB97M-V/def2-TZVPD.

Output
* multiplicity: 3
* charge: +1
* gap between HOMO and LUMO (alpha / beta): 9.25 / 7.93 eV
* highest occupied orbital energy (alpha / beta): -12.77 / -15.62 eV

Element x y z (Å)
C 0.3901 1.2871 0.0324
C -0.9191 -0.0304 -1.7337
C 0.7929 -0.6921 1.3156
C -0.2385 -0.1081 -0.5528
N -0.4959 -0.8993 0.6104
N 1.2777 0.2606 0.2582
H 0.6291 2.1098 -0.6694
H -0.3146 1.5511 0.7982
H -1.7542 -0.5263 -1.7857
H -0.4324 0.6069 -2.4970
H 0.8000 -0.1969 2.2862
H 1.4025 -1.6215 1.2942
H -1.1375 -1.7411 0.6434

=====

Energies, relative to the best one, in kcal/mol: a) 22.2; b) 0.0.